Record 1
Formula: C12H16N2
Source: the OMol25 dataset
Level of theory: ωB97M-V/def2-TZVPD

Results
Gap between HOMO and LUMO: 9.4 eV
Relative energy (zero: lowest compared OMol25 entry of this formula, charge and spin): 303.2 kJ/mol
Highest occupied orbital energy: -8.62 eV

Structure (ORCA input):
```
! RIJCOSX wB97M-V def2-TZVPD def2/J DEFGRID3
* xyz 0 1
N 1.839 2.558 2.632
N 0.779 0.796 3.424
C 1.495 0.436 2.234
C 0.947 2.119 3.577
C -1.734 -0.822 -2.445
C -1.670 1.052 -0.942
C -2.420 0.075 -1.613
C -0.258 0.948 -0.818
C 0.338 -0.007 -1.586
C 0.423 -1.815 1.703
C -2.487 -1.485 -3.701
C 1.675 -0.974 1.634
C -0.320 -0.963 -2.302
C 2.112 1.554 1.740
H 1.893 -1.065 0.512
H -0.365 -1.497 2.188
H -2.695 -0.679 -4.373
H 0.266 -1.617 -3.003
H 3.018 1.540 1.011
H 1.514 0.095 -1.655
H 2.146 3.576 2.521
H -3.546 -0.034 -1.780
H 0.798 2.697 4.543
H -1.912 -2.225 -4.173
H -3.524 -1.780 -3.356
H 2.533 -1.388 2.198
H 0.847 -2.799 1.869
H 0.396 1.516 -0.157
H -2.084 2.014 -0.467
H -0.003 -1.825 0.584
*
```



Record 2
Formula: C12H16N2O
Source: the OMol25 dataset
Level of theory: ωB97M-V/def2-TZVPD

Results
Gap between HOMO and LUMO: 8.7 eV
Relative energy (zero: lowest compared OMol25 entry of this formula, charge and spin): 23.5 kJ/mol
Highest occupied orbital energy: -8.05 eV

Structure (ORCA input):
```
! RIJCOSX wB97M-V def2-TZVPD def2/J DEFGRID3
* xyz 0 1
O -0.490 -3.873 0.754
N 1.516 0.835 -0.791
N 1.340 -2.572 0.504
C 0.045 1.855 0.548
C 2.195 1.244 0.344
C 0.117 -3.042 0.109
C -2.056 1.604 -1.219
C 1.686 2.402 2.546
C -1.209 2.352 0.921
C -2.246 2.204 0.033
C -0.824 1.145 -1.629
C 1.324 1.849 1.200
C -0.464 -2.314 -1.067
C 0.210 1.252 -0.701
C -1.544 -3.077 -1.818
H -3.205 2.643 0.259
H -2.900 1.381 -1.875
H 0.213 -1.832 -1.771
H -2.035 -2.368 -2.497
H -0.612 0.810 -2.637
H 2.643 2.934 2.473
H -1.028 -1.520 -0.539
H 1.978 1.562 3.178
H 0.953 3.044 3.011
H 3.255 1.111 0.464
H 1.820 0.282 -1.579
H 1.837 -3.042 1.241
H -2.299 -3.452 -1.126
H -1.121 -3.880 -2.426
H 1.768 -1.752 0.112
H -1.401 2.810 1.879
*
```